C26H75N3O10 | wB97M-V/def2-TZVPD

XYZ file:
```
114
Properties=species:S:1:pos:R:3:forces:R:3
H -5.340430 1.041394 0.962422 0.0899 -0.2685 0.1296
C -1.407170 -2.535484 -2.537556 -1.7448 -0.5166 0.4924
H 2.230105 -0.358275 2.405788 -0.0549 0.5145 -0.0394
H 2.024708 3.133116 -0.513842 0.6766 -0.4385 -0.1826
C 1.852389 -1.264327 -4.387210 0.0698 -0.5883 -1.1631
H -1.997822 0.097130 1.761958 0.2318 -0.6758 -0.5466
H -5.629484 2.594995 1.159938 -0.1468 0.2704 0.4923
H 5.260680 1.903635 -0.192233 0.1609 0.1002 -0.5119
O 1.211460 5.294311 1.668303 -0.6265 1.8581 2.2770
H 2.854810 -4.482920 -2.865726 -0.8439 0.0645 0.2828
N -1.805319 1.087385 1.712580 0.5021 -0.5295 0.8713
H 1.366564 -3.119499 -0.778038 -0.3806 0.0226 -0.9457
C -5.617530 -1.569968 0.667753 0.2584 1.2176 0.2066
H -0.302106 1.204562 3.238836 0.0448 -0.0658 -0.0428
H 4.014168 1.107001 -1.314520 0.1786 1.0220 -0.2505
H -3.204909 0.711382 3.751113 -0.6150 -0.1668 0.2367
O 2.425937 -1.926599 5.269512 -0.3963 -1.0213 0.1459
O 2.462818 -1.942591 -6.698968 -0.4149 0.5439 -0.7961
H -2.364163 -0.998727 -3.250309 -0.2313 0.3380 -0.0448
H -6.525505 2.646228 -1.152145 0.2572 0.6666 0.3205
H 0.103904 4.066110 0.412212 -0.2715 0.1553 0.0790
H -2.684791 -2.808231 3.824969 0.2147 0.1782 -0.0477
H -2.606933 -1.943512 5.374944 0.6692 0.2456 0.0635
H 1.961681 0.372192 4.050808 -0.1786 -0.2784 -0.0244
C -5.266573 6.054537 -0.039329 -0.2022 -1.9048 0.3663
H -2.907485 -3.818905 -1.477690 0.3377 0.3400 0.2466
C -2.773490 -1.832884 4.303438 -0.3409 0.3925 -0.6004
H 4.260385 -0.880665 -0.581879 0.8921 -0.8287 -1.3551
H 2.825117 -3.134431 0.021148 0.8329 0.2856 -0.3541
H -3.805406 -0.706170 -0.480744 -0.5650 0.7574 0.3874
C -4.410122 -1.595148 -0.301489 -0.7056 -1.4123 0.4380
H 2.702058 -2.767979 -7.126855 0.1004 0.2770 -0.6774
C -1.971193 -3.871746 -2.033258 1.0296 -0.1819 -1.0687
C -1.713477 2.900090 3.361653 0.8272 -1.7038 1.3007
H 0.099643 -0.977724 0.327264 0.3555 -0.0145 0.2639
H -4.734049 6.403107 0.845550 0.4288 0.0887 -0.2597
H 3.203827 -2.853316 -5.139704 0.1575 0.0372 0.9606
H 1.143589 5.351193 -0.322276 -0.3572 -0.2239 -0.4380
H 0.935590 -1.743953 3.857723 -0.2020 -0.9539 0.3681
H -0.962111 -1.927833 -1.749666 -0.1542 0.1261 0.0448
H 4.133441 -4.062234 -1.828636 0.2036 0.4221 -0.0415
H -1.200386 -4.455769 -1.530394 -0.1533 -0.0297 0.2594
H -5.447387 -0.977515 1.566729 0.1357 0.2109 0.0366
H 5.977337 -0.666808 1.580854 0.4970 -0.8988 -0.3009
H -6.064959 -2.489860 1.044200 0.7736 -0.5455 -0.4542
C 8.030637 -2.026862 -1.596694 0.3119 -0.6352 -0.3821
H -2.202682 -4.395373 -2.960801 -0.1733 -0.3636 0.0868
H -3.653295 -2.317189 0.005039 0.0339 -0.3595 0.3327
O -1.941777 -0.883492 3.609132 0.0261 -1.4364 0.8881
H -5.587764 1.888684 -2.329881 0.3448 -0.5317 0.0070
H -4.057097 4.215632 -1.462708 0.1070 -0.7709 -0.5244
H -3.346184 4.052723 0.095258 0.1524 -0.1896 0.3773
H 3.349263 -1.666265 5.305683 0.0885 -0.0234 0.0215
H 8.933124 -1.543146 -1.222999 -0.1387 0.9177 0.0550
O -5.367824 4.568182 0.031137 0.1072 0.7953 -0.2057
C 6.514743 -0.355538 -0.922306 -1.4750 -1.6049 0.3173
H -4.362036 -2.224240 -2.146646 0.3852 0.1642 -0.2819
O -2.605687 -1.911517 -3.076859 1.0272 0.2809 0.0785
H 6.499380 0.048387 -1.934583 -0.2302 0.0253 -0.2795
H -6.265518 6.484927 0.031192 -0.1986 -0.5105 0.0308
C -4.504785 2.262062 -0.395286 -1.5981 1.3225 -0.8474
H -2.766418 3.139411 3.212863 -0.0074 -0.2450 -0.0065
H 0.524189 -0.233191 -2.018359 -0.4477 -0.4528 -0.0216
H -3.611640 1.784543 -0.798238 0.1116 -0.3120 0.4818
C 4.520018 1.119472 -0.349082 -0.2068 0.1269 -1.0599
H -1.442189 2.988648 4.413633 -0.3129 0.7759 0.2595
H 1.167020 6.235180 1.482874 -0.1027 0.0374 0.4296
H 0.504747 0.721342 0.855961 -0.1552 -0.3719 0.2407
H -3.811420 -1.508927 4.226930 -0.2457 0.0071 -0.2130
H 1.552234 -3.213684 -5.385078 -0.6031 0.1586 0.2021
H 3.753191 1.333784 0.395320 -0.1711 -0.4364 -0.0042
C 2.254200 -2.379818 -5.388943 0.6880 -0.3027 1.4623
H -1.469031 0.763581 -0.242346 0.4708 0.3328 0.7065
C 1.029140 4.636675 0.492864 2.4665 -1.4635 -1.1584
H -0.678745 -2.683079 -3.334882 0.0711 -0.1166 -0.0060
O 2.112247 -4.980445 -0.367866 -0.2245 -0.7485 0.5637
C 5.103193 -0.286545 -0.228601 0.0304 1.9869 -1.2763
H 1.057822 -0.687244 -4.860218 -0.1755 0.0480 0.1657
C -5.729167 1.908313 -1.249270 -0.8543 0.5600 -0.5524
N -4.880250 1.940132 0.986973 0.8949 0.0879 0.0668
H 2.660615 -0.570610 -4.155628 0.1514 -0.1442 -0.1009
H 3.511524 -0.368835 3.588876 0.1763 0.3294 -0.0602
H 7.321226 0.151081 -0.392179 -0.3011 0.5306 0.4873
H 7.855105 -1.841329 -2.656348 0.5548 0.0581 -0.2612
C 0.674291 -0.072965 0.129026 1.2384 1.1842 -0.9602
H -6.432585 -1.125594 0.096505 -0.0256 0.3217 0.0890
C -1.375450 1.365602 3.138265 -0.9342 1.8205 -2.0616
O -1.177967 0.589267 -1.140400 0.1171 -0.0681 -1.9514
C 2.222829 3.638736 0.431249 -1.4818 -0.4025 -0.9943
H -2.078221 0.593768 5.084358 0.3800 -0.1497 0.2250
N 5.075657 -0.541822 1.143312 1.0400 -0.0239 3.6526
C 2.020387 -1.837461 3.908466 -0.4759 2.3809 0.6462
H 3.136474 -2.745176 -2.574118 0.4224 -0.1356 -0.1209
H 1.489654 -1.708546 -3.460281 -0.0298 0.0336 -0.1200
H 2.225886 -4.975164 0.585366 -0.1350 -0.3661 0.0310
C 0.255194 0.460129 -1.221468 -1.5038 -0.3576 0.3803
H -2.747515 1.440639 1.625537 -0.4633 0.6355 0.0306
H 3.229069 4.056351 0.465445 -0.2785 0.3581 -0.1234
C -4.234352 3.785124 -0.477136 -0.4750 1.5957 0.4634
O 6.840443 -1.739529 -0.931998 -0.0147 -0.0139 0.5225
H 1.753544 -0.189923 0.030908 0.1926 -0.6953 0.5569
H -1.094813 3.614561 2.818614 0.0999 -0.4134 -0.2686
H 2.380408 -2.638202 3.262476 0.1872 0.0280 0.0650
C -2.186277 0.425127 4.012921 -0.3815 1.3321 -0.1596
C 2.315358 -3.655942 -0.788957 0.3938 -0.2346 -0.6613
H 4.866251 0.360848 1.545092 -0.5000 -0.1558 0.7085
H 0.722830 1.371534 -1.593954 0.0375 0.5032 0.6864
O -5.029271 -2.023019 -1.486422 -0.2549 -0.2601 -0.6806
C 3.135327 -3.737016 -2.122061 -0.1961 0.7071 1.3338
H -4.867324 6.420370 -0.985314 0.4474 -0.2518 0.0390
H 8.319922 -3.067219 -1.448172 -0.6563 -0.2764 -0.1180
C 2.429002 -0.426851 3.475290 0.8002 -0.9370 -1.0856
H 2.139910 2.887593 1.216738 -0.1212 0.0894 0.1493
H -6.286180 1.054058 -0.864448 0.6530 -0.6621 -0.4180
```
Forces are in eV/Å.

Output
multiplicity = 1
gap between HOMO and LUMO = 10.0 eV
structure (SMILES) = COC[C@H](C)N.COC[C@H](C)N.COC[C@H](C)N.CCO.CCO.CCO.CCO.CCO.CCO.CCO
electronic energy = -1952.01697 Eh

---

C4H12OS2 | wB97M-V/def2-TZVPD

XYZ file:
```
19
Properties=species:S:1:pos:R:3:forces:R:3
H 2.942418 2.244343 1.101875 -1.3764 0.3344 0.5387
S 0.618227 0.221094 -0.312796 1.0662 -0.9997 0.3405
C 1.972775 2.394057 1.694889 1.9323 -0.9864 -0.8929
H 1.922241 3.479736 1.934354 -0.2460 -0.8777 0.0174
C 0.435482 -1.093970 1.020017 -0.4930 1.4998 -0.8154
H -0.255676 -2.684707 -0.250801 -2.0202 -0.3416 -0.5148
O -5.125615 0.285380 -4.656627 2.6920 -0.4415 0.2125
H 1.196190 -1.090359 1.754225 1.2033 0.7932 0.6158
H -4.125132 0.108623 -4.571243 -2.3691 0.1130 -0.1341
H -5.108193 1.226493 -4.836956 -0.3205 0.3286 -0.0746
S 0.507427 2.031171 0.566400 0.1615 0.6047 1.4956
H 2.159630 1.732007 2.604447 -1.0413 0.9443 -1.0544
H 0.653278 -4.532348 1.037294 -0.0306 0.6079 1.0905
H 1.358460 -2.715877 -0.257138 -0.3733 1.1004 1.2437
H -0.466907 -0.761833 1.532185 -0.3415 -0.7254 -0.0452
C 0.491465 -2.463719 0.445642 1.7413 -2.1476 0.6019
C 0.635279 -3.567639 1.613178 0.9068 0.6221 -1.3252
H -0.146448 -3.548853 2.399688 0.3396 0.0027 -0.6865
H 1.654586 -3.388893 2.105066 -1.4312 -0.4312 -0.6137
```
Forces are in eV/Å.

Output
multiplicity = 1
gap between HOMO and LUMO = 9.1 eV
structure (SMILES) = CCCSSC.O
electronic energy = -1031.17300 Eh

---

C25H24BrIrN4 | wB97M-V/def2-TZVPD

XYZ file:
```
55
Properties=species:S:1:pos:R:3:forces:R:3
C -1.281545 -2.488692 -1.405280 0.0582 -0.3912 0.0082
C 0.877087 -1.298512 1.138800 -0.6838 -0.4009 0.2553
H -4.825976 0.822944 -1.778328 -0.0808 -0.0374 -0.0100
H 2.615180 1.789788 4.139950 0.0825 -0.0540 0.0460
H -0.547053 -1.272812 2.733398 0.0810 0.0915 0.0238
C 1.315222 -0.687279 -4.269136 0.0981 -0.0355 0.2070
C 0.317327 3.382860 1.579092 -0.2597 0.4206 0.1432
N -1.115220 1.140897 -0.621585 -0.0336 0.7467 -0.4395
C -2.586757 -2.971562 0.682305 -0.5259 -0.2016 0.9231
N 1.311745 0.032824 -1.994876 0.5128 -0.4761 -0.5677
C 2.282548 -1.638467 -3.975817 -0.1402 0.1788 0.1467
C -1.704760 -0.564673 1.116506 0.1216 0.1872 -0.2440
Br -3.672305 -4.359000 1.503441 0.4238 0.5085 -0.3181
C -2.485837 -1.814455 1.395375 -0.2203 -0.4200 -0.1878
N 0.970610 2.265387 1.255584 0.2205 0.1391 0.6604
H 3.544516 0.669090 1.557245 -0.1285 -0.1033 -0.0840
C 0.858657 0.123214 -3.248035 -0.1673 0.0079 -0.5051
C 2.246628 -0.891972 -1.696062 0.1682 -0.5143 -0.1777
H -0.127667 4.885267 3.030090 -0.0448 0.1135 -0.0291
H 3.743494 -0.355139 -0.294056 -0.1188 -0.0303 0.1070
Ir 0.907312 1.233754 -0.464473 0.0373 -0.5609 0.6705
C -3.209977 -0.161489 -0.837023 -0.0124 0.3202 -0.0477
C 1.286738 3.430686 3.751896 -0.0232 -0.1015 -0.2409
H -0.331832 3.792588 0.818135 -0.0146 0.0025 -0.0239
C -1.768024 2.142952 -1.198746 0.6629 -0.0280 0.3350
H -3.749476 -1.075379 -0.658889 -0.0603 -0.1313 -0.0165
N 1.886332 -0.318240 0.697562 -0.3095 1.1624 -0.8189
C 0.437192 3.994525 2.811967 0.1138 -0.1560 -0.0478
H 3.489991 -2.479526 -2.419046 0.0914 -0.0793 0.0990
H -3.522946 2.934309 -2.125730 0.0026 0.1570 -0.0288
H -0.818316 -2.973597 -2.255733 0.0733 -0.0214 -0.1641
H 2.558316 -0.221141 2.709736 0.0219 0.0097 -0.1100
C -2.023485 -3.339435 -0.547430 0.1599 0.0144 -0.4003
C -1.762300 -0.154542 -0.410191 -0.2819 -0.1527 0.4142
H -3.005971 -1.787111 2.340223 -0.0658 -0.0530 0.1433
C 1.966104 2.267572 3.422526 -0.1038 -0.0482 -0.2283
C -0.334353 -0.668825 1.848627 0.0376 0.0993 -0.0929
H 0.112074 0.883752 -3.432502 -0.0283 0.0073 0.0363
H 1.359984 -2.011451 1.817917 0.1201 0.0846 -0.0972
C 2.741829 -1.745483 -2.671081 -0.1367 0.1354 0.0782
H 3.055223 -1.952046 -0.002337 -0.0271 0.1247 -0.0334
C 2.804951 -0.920779 -0.282082 0.5062 -0.2276 -0.2826
H 2.673162 -2.280364 -4.748884 0.0418 -0.0981 -0.0673
H 1.410276 3.877725 4.724166 0.0137 0.0644 0.1357
C -3.800084 0.886484 -1.449330 -0.0242 0.1212 0.0229
C -1.109834 -1.178214 -1.241478 -0.1227 -0.0686 -0.2808
H -0.065081 0.318048 2.215453 -0.0589 -0.0782 0.1041
C -3.074025 2.083332 -1.643790 -0.5209 -0.3893 -0.0241
H -2.179479 -4.351813 -0.886085 0.0154 -0.0853 0.0148
C 2.511667 0.409459 1.814426 0.3002 0.2658 0.4085
H -2.236242 0.247456 1.625999 -0.0089 -0.0666 -0.0157
C 1.786108 1.697914 2.170099 0.1170 0.0638 0.5713
H -1.208822 3.064437 -1.330429 0.0172 -0.0221 -0.0012
H 0.548387 -1.845879 0.256501 0.1548 -0.0363 0.0877
H 0.928707 -0.569384 -5.268587 -0.0511 0.0424 -0.0565
```
Forces are in eV/Å.

Output
multiplicity = 5
gap between HOMO and LUMO (alpha / beta) = 6.7 / 6.6 eV
total charge = +2
electronic energy = -3863.70120 Eh